Record 1
# C36H72K3O31P

A structure of composition C36H72K3O31P in a non-equilibrium geometry (ωB97M-V/def2-TZVPD, the Open Molecules 2025 dataset).

Net charge   0
2S+1   1
Orbital gap   7.051 eV
LUMO energy   -0.13 eV

Cartesian coordinates (Å):
K  -1.14829  -3.56346  -0.77771
K  0.55492  -0.91475  -3.71859
K  -1.22102  2.28696  0.29636
P  -0.61630  -0.57903  -0.92208
O  -1.77663  -1.30907  -1.69100
O  -0.35036  0.78537  -1.63442
O  0.60761  -1.47780  -1.02977
O  -1.01672  -0.34035  0.62930
C  4.62481  2.13780  -6.76873
C  3.25961  2.79342  -6.66800
O  3.09759  3.25013  -5.31478
C  2.54547  2.39081  -4.46017
O  2.05966  1.28237  -4.71116
O  2.62856  2.96590  -3.22614
C  2.34280  2.30561  -2.10882
H  4.74606  1.22065  -6.19234
H  5.39580  2.79880  -6.37280
H  4.86580  1.90931  -7.80691
H  2.52484  2.11886  -7.10751
H  3.13339  3.67257  -7.29989
H  2.59586  2.87423  -1.21398
H  2.96220  1.41284  -2.02283
H  1.29849  2.00706  -2.01713
C  -3.34680  -0.80615  3.10984
C  -3.16054  -2.01827  2.27245
O  -4.05453  -3.11092  2.54071
C  -3.93186  -4.26073  1.86813
O  -3.12376  -4.34387  0.90872
O  -4.84302  -5.13322  2.26045
C  -5.07227  -6.26815  1.50395
H  -2.80409  0.02326  2.65635
H  -2.92725  -0.98882  4.09914
H  -4.38882  -0.51025  3.23131
H  -2.12549  -2.34986  2.18996
H  -3.48397  -1.75049  1.26657
H  -4.88080  -6.14475  0.43802
H  -6.12410  -6.52532  1.62889
H  -4.35073  -7.03256  1.79232
C  1.09071  -2.40290  8.32901
C  1.11358  -0.89752  8.27908
O  0.09189  -0.26697  7.40686
C  0.31277  -0.23573  5.99489
O  1.38633  -0.52859  5.44059
O  -0.70632  0.41032  5.42330
C  -0.49937  0.69936  4.02139
H  1.12385  -2.92117  7.37068
H  0.22190  -2.93270  8.71967
H  1.98681  -2.85137  8.75792
H  2.10802  -0.47032  8.14987
H  0.91446  -0.59071  9.30587
H  -0.57689  -0.19838  3.40807
H  0.42131  1.24995  3.82827
H  -1.33948  1.33200  3.73487
C  4.30120  5.90758  3.25973
C  3.09993  5.00462  3.32208
O  3.31669  3.79447  2.59288
C  2.23159  2.93284  2.31659
O  1.02638  3.18218  2.64830
O  2.74349  1.92199  1.61539
C  1.96448  0.73653  1.31396
H  4.65556  6.08137  2.24370
H  5.08749  5.58853  3.94389
H  4.01507  6.84774  3.73125
H  2.29411  5.41925  2.71643
H  2.71027  4.90654  4.33532
H  1.09076  0.52915  1.93177
H  2.60832  -0.13313  1.44541
H  1.82949  0.74702  0.23240
C  -4.05738  -0.74304  -3.85730
C  -3.14511  -0.20685  -4.94746
O  -3.18130  -1.01204  -6.10521
C  -2.06496  -1.28335  -6.77518
O  -0.91614  -0.83890  -6.55545
O  -2.44345  -2.14871  -7.78957
C  -1.44957  -2.62766  -8.68291
H  -5.10400  -0.59071  -4.12091
H  -3.80360  -0.30445  -2.89224
H  -4.11474  -1.82856  -3.93769
H  -2.14454  -0.17302  -4.51639
H  -3.30129  0.85242  -5.15155
H  -1.44302  -2.00572  -9.57804
H  -1.76258  -3.63363  -8.96246
H  -0.45002  -2.79098  -8.28004
C  4.54418  -2.05721  0.55394
C  5.63231  -2.87625  -0.11991
O  5.38726  -4.24754  -0.11312
C  4.30830  -4.81625  -0.78872
O  3.97839  -6.02119  -0.79294
O  3.54972  -3.87017  -1.42882
C  2.47653  -4.28361  -2.24775
H  3.69926  -1.86792  -0.10816
H  4.90197  -1.10070  0.93496
H  4.26035  -2.72165  1.37006
H  6.62208  -2.70548  0.30351
H  5.75722  -2.56412  -1.15677
H  1.90009  -5.15934  -1.94959
H  2.98518  -4.60849  -3.15540
H  1.85682  -3.43108  -2.52567
C  -2.51707  2.89676  -3.21474
C  -1.41240  3.87770  -2.86369
O  -1.69830  5.17095  -3.32419
C  -0.82575  6.12548  -3.12170
O  0.38075  5.94495  -3.28886
O  -1.51597  7.31868  -2.86881
C  -0.86906  8.55833  -2.90937
H  -3.33981  3.00699  -2.50831
H  -2.17183  1.86288  -3.21216
H  -2.79430  3.16150  -4.23512
H  -0.51536  3.55665  -3.39318
H  -1.07327  3.76642  -1.83378
H  -1.60461  9.32956  -3.13797
H  -0.03629  8.64988  -3.60665
H  -0.43603  8.92698  -1.97948
C  4.47269  -6.94322  2.89540
C  3.04550  -6.88380  2.43368
O  2.65930  -5.58132  2.86638
C  1.68867  -4.83039  2.20002
O  1.02069  -5.15735  1.21168
O  1.66488  -3.62270  2.73637
C  1.16873  -2.50442  1.97393
H  5.12875  -6.33697  2.27079
H  4.83415  -7.97122  2.86956
H  4.54687  -6.58778  3.92314
H  2.43373  -7.64685  2.91491
H  2.94734  -6.95372  1.35036
H  1.57817  -1.56320  2.34077
H  0.08323  -2.40708  1.95614
H  1.44582  -2.71336  0.94065
C  -6.30476  5.01477  3.17876
C  -5.07452  4.09967  3.35789
O  -5.25524  2.82289  2.69259
C  -4.75850  2.61131  1.44002
O  -4.23148  3.42536  0.71704
O  -4.76612  1.29793  1.22578
C  -4.23664  0.66350  0.08033
H  -6.55128  5.08063  2.11905
H  -6.16038  5.99788  3.62680
H  -7.19215  4.55319  3.61189
H  -5.03486  3.76376  4.39408
H  -4.17311  4.63300  3.05600
H  -3.84702  1.43132  -0.58806
H  -4.93534  0.13262  -0.56627
H  -3.36630  0.01793  0.19800

Atomic forces in eV per Å
0.10 -0.09 0.39
-0.18 0.47 0.27
0.09 -0.36 0.20
-2.04 0.68 1.34
0.28 0.44 0.27
-0.08 0.08 0.29
1.26 -0.85 -0.17
0.43 0.02 -2.08
0.53 0.35 -0.16
0.60 -0.27 -0.72
-1.00 -0.76 -0.09
-0.59 -0.86 1.43
0.95 1.88 0.44
1.05 2.04 -4.65
-0.92 -2.61 3.12
-0.55 -0.10 0.00
0.00 0.22 -0.18
0.00 0.01 -0.04
-0.52 -0.23 1.06
0.56 0.25 0.26
0.11 0.57 -0.31
-0.05 -0.43 -0.01
-0.11 -0.22 -0.12
-0.13 -0.20 1.33
-0.19 -0.05 -2.76
-0.66 -1.61 1.71
1.97 2.38 -2.50
-1.93 -0.94 2.19
0.39 1.75 0.77
0.35 -1.33 -1.25
-0.01 -0.28 -0.15
-0.04 0.23 0.22
-0.01 -0.12 -0.14
-0.12 -0.06 0.26
0.62 0.15 -0.28
-0.08 0.53 -0.05
0.29 -0.28 0.25
-0.44 -0.37 0.31
0.20 -1.71 -1.46
-0.45 0.20 0.20
0.74 -0.75 -1.74
3.03 0.69 1.30
-3.02 0.19 1.49
0.57 -0.74 0.28
-0.47 0.14 -0.25
0.16 0.68 -0.76
-0.21 0.80 0.77
0.04 0.49 0.64
-0.03 -0.23 -0.94
-0.80 0.52 -0.20
0.27 -0.08 0.12
-0.07 -0.24 0.37
0.05 0.05 0.22
0.11 0.01 0.78
-1.54 0.57 -1.42
-0.98 -2.62 0.01
-1.25 2.09 0.97
4.22 -1.18 -1.39
-0.63 0.77 1.28
0.59 -0.57 -0.68
0.06 -0.08 0.18
0.30 -0.45 -0.44
-0.27 0.26 -0.37
-0.24 0.80 0.47
0.22 -0.63 0.03
-0.12 0.77 -0.42
0.42 0.37 0.30
-0.89 0.08 0.15
-1.17 -0.23 -1.41
1.07 0.78 1.84
0.29 -0.46 -0.90
1.55 0.32 -0.49
-3.02 -1.50 -0.53
0.83 1.22 1.82
0.07 -0.71 -0.52
-0.23 0.93 0.08
0.09 -0.57 -0.05
1.04 -0.21 0.80
0.25 -0.45 -0.17
-0.56 -0.11 -0.58
0.25 0.05 0.11
-0.31 0.11 -0.13
-0.08 0.70 0.37
0.19 -0.52 0.13
0.17 2.10 -1.45
-1.95 -3.20 -0.76
-1.41 -1.33 0.08
1.92 3.72 0.34
1.13 -0.08 1.60
0.58 -0.84 -1.71
0.00 -0.15 0.14
0.17 -0.14 0.08
-0.52 0.47 0.41
-0.18 -0.43 0.46
-0.10 0.12 -0.23
0.09 0.29 0.80
-0.30 -0.13 -0.45
0.10 0.09 0.73
0.03 0.80 -0.01
1.86 -2.34 -0.87
-2.29 0.69 1.04
2.35 1.24 -0.97
-2.20 1.34 1.02
0.72 -2.40 -0.23
0.95 1.52 -0.04
-0.31 -0.04 -0.30
0.29 0.16 0.32
-0.51 -0.13 0.04
0.15 -0.12 -0.18
-0.44 0.90 0.30
-0.23 -0.36 -0.34
-0.21 -0.51 -0.38
-0.09 -0.76 0.57
0.56 -0.62 -0.01
0.01 0.27 -0.35
-2.44 2.08 -0.68
0.29 -0.70 -1.42
1.32 0.02 1.77
0.43 -0.07 1.13
-0.38 -0.68 -1.16
-0.11 0.04 -0.03
0.09 -0.05 -0.04
-0.04 -0.03 0.00
-0.15 0.08 0.04
-0.01 -0.09 0.02
0.19 -0.67 0.27
-0.05 -0.23 0.38
0.09 0.61 -0.09
0.02 -0.97 -0.36
-1.09 0.22 0.11
0.27 -0.09 -1.41
1.16 -0.20 0.74
-0.30 0.18 0.23
-1.07 -0.73 1.09
1.04 1.06 -2.25
0.27 0.42 -0.09
0.11 -0.06 -0.13
0.10 -0.02 0.30
0.38 0.34 0.01
0.11 -0.42 -0.13
-0.02 0.30 -0.15
-0.69 0.01 0.75
-0.02 -0.10 1.06

Record 2
# C36H72NO32S7

A cluster of 8 separate species, C36H72NO32S7 in total in a non-equilibrium geometry (ωB97M-V/def2-TZVPD, the Open Molecules 2025 dataset).

Net charge   +1
Energy above the lowest of the compared OMol25 structures with the same formula, charge and spin   0.0 kcal/mol
2S+1   1
Orbital gap   9.880 eV
LUMO energy   -1.95 eV

Cartesian coordinates (Å):
C  3.44955  -2.51906  -0.49335
C  4.01128  -1.10556  -0.84142
C  4.01708  -0.23916  0.42286
C  4.76423  1.09768  0.14764
C  4.02611  2.30674  0.76687
C  3.12698  2.92767  -0.31398
C  2.13181  3.93230  0.27054
C  1.19705  4.57387  -0.75248
N  0.31325  3.56443  -1.47194
C  -0.82086  3.17646  -0.55097
O  -1.14721  1.83066  -0.61936
C  -0.11786  0.95733  -0.13243
C  0.42824  0.15239  -1.32768
C  -2.09886  3.96668  -0.82869
C  -2.56965  3.87927  -2.30037
C  -1.41930  3.41349  -3.20395
C  -1.77349  3.61246  -4.67903
C  -2.83710  2.60353  -5.18192
C  -2.50253  1.12372  -4.86322
C  -3.07798  0.62126  -3.52664
C  -4.62757  0.58577  -3.47218
O  -5.15944  1.55590  -2.54864
C  -5.14503  1.18168  -1.25089
C  -6.35944  1.57751  -0.44952
O  -4.21957  0.61653  -0.73423
C  -0.16866  4.17993  -2.75540
O  0.88038  3.95621  -3.66603
H  3.98441  -3.31068  -1.01237
H  2.38427  -2.57558  -0.72830
H  3.57190  -2.66830  0.58135
H  5.05952  -1.22121  -1.14724
H  3.40286  -0.66757  -1.63564
H  2.99112  0.03051  0.69905
H  4.55341  -0.74583  1.22561
H  5.81051  1.05026  0.45004
H  4.74857  1.25418  -0.93704
H  4.71600  3.07682  1.12259
H  3.37961  1.98386  1.58611
H  2.55392  2.08778  -0.73435
H  3.73403  3.40109  -1.09063
H  2.67272  4.75232  0.75428
H  1.55202  3.45573  1.07080
H  0.50536  5.22297  -0.21346
H  1.76865  5.09966  -1.51552
H  0.93123  2.79166  -1.74053
H  -0.55109  3.40911  0.48337
H  -0.47437  0.25004  0.61517
H  0.68591  1.56962  0.28250
H  -0.40653  0.04084  -2.02666
H  1.20379  0.69408  -1.87942
H  0.76013  -0.84359  -1.04072
H  -2.01882  4.98687  -0.44846
H  -2.84496  3.46081  -0.21318
H  -3.47932  3.29766  -2.41575
H  -2.81154  4.89224  -2.64478
H  -1.18554  2.35773  -3.05320
H  -2.22042  4.61155  -4.76662
H  -0.91136  3.56417  -5.34428
H  -2.86746  2.69891  -6.27019
H  -3.83776  2.83384  -4.80455
H  -1.41160  1.07133  -4.73574
H  -2.74110  0.43639  -5.67653
H  -2.74702  1.24600  -2.70451
H  -2.69152  -0.38237  -3.32978
H  -4.92434  -0.43455  -3.22976
H  -5.01455  0.87175  -4.44962
H  -6.06330  2.35302  0.24902
H  -7.10478  2.01412  -1.11343
H  -6.76519  0.71578  0.07510
H  -0.34654  5.24793  -2.60395
H  1.06344  4.75599  -4.17050
C  0.48414  3.60033  5.68548
C  0.32771  2.11754  5.94419
O  -0.31031  1.62023  4.75796
S  0.16698  2.45538  3.50207
O  1.20834  1.74549  2.84356
O  -0.98239  2.90969  2.79362
O  0.81275  3.68792  4.28593
H  -0.45212  4.13607  5.85024
H  1.26874  4.04996  6.28734
H  -0.27814  1.90360  6.81942
H  1.29532  1.62239  6.04306
C  -3.51372  -0.59049  2.15850
C  -4.26407  0.25672  3.16188
O  -4.29824  -0.53982  4.35537
S  -2.96547  -1.41124  4.44118
O  -2.02282  -0.75563  5.28066
O  -3.32956  -2.76588  4.64782
O  -2.47949  -1.22650  2.92200
H  -4.15386  -1.36625  1.73288
H  -3.08387  0.00228  1.35637
H  -5.27079  0.49466  2.83836
H  -3.72689  1.18247  3.38442
C  -9.36457  -1.18098  2.69252
C  -9.22674  -2.66547  2.95429
O  -7.96566  -2.79486  3.62156
S  -7.69468  -1.49410  4.51953
O  -8.07314  -1.76616  5.85635
O  -6.40706  -0.98541  4.19496
O  -8.82206  -0.55465  3.85864
H  -8.77099  -0.87170  1.82864
H  -10.39798  -0.87727  2.54785
H  -9.23492  -3.25518  2.04188
H  -10.00769  -3.02604  3.62692
C  -7.25494  6.54705  3.02491
C  -6.43252  6.52856  1.75463
O  -5.85563  5.21374  1.72346
S  -6.87296  4.16895  2.39374
O  -7.60865  3.52292  1.36442
O  -6.17138  3.43194  3.37920
O  -7.82757  5.23466  3.10207
H  -6.62879  6.70016  3.90570
H  -8.03814  7.29962  3.00325
H  -5.65359  7.28570  1.74800
H  -7.06171  6.64620  0.86996
C  6.69996  -5.07890  -0.88016
C  8.18270  -5.24836  -0.64138
O  8.72872  -3.93468  -0.86039
S  7.66224  -2.83323  -0.40961
O  7.98529  -2.40517  0.90503
O  7.47748  -1.92114  -1.48316
O  6.38672  -3.78764  -0.32303
H  6.46706  -5.05913  -1.94384
H  6.11260  -5.85381  -0.39809
H  8.63607  -5.96841  -1.31504
H  8.39369  -5.53527  0.38990
C  8.22292  -9.73691  2.88199
C  7.57583  -8.41681  3.24184
O  7.95440  -7.53446  2.17472
S  8.07443  -8.36525  0.81102
O  6.86659  -8.21118  0.08057
O  9.33980  -8.09281  0.23304
O  8.09258  -9.82603  1.45529
H  9.28585  -9.74278  3.12964
H  7.73599  -10.58302  3.35866
H  7.91745  -8.02718  4.19633
H  6.48683  -8.49466  3.24984
C  5.76056  -4.25487  -5.90449
C  4.52657  -4.87672  -6.52322
O  4.13611  -5.89589  -5.59339
S  4.50109  -5.43162  -4.10598
O  3.34432  -4.87792  -3.50062
O  5.25987  -6.45908  -3.49060
O  5.48430  -4.22876  -4.49783
H  6.64475  -4.87348  -6.06894
H  5.95018  -3.24946  -6.27022
H  4.71984  -5.30895  -7.50081
H  3.71087  -4.15449  -6.59980

Atomic forces in eV per Å
0.12 0.72 -0.10
0.11 -1.31 1.08
0.54 1.16 -1.06
-0.60 0.11 0.07
0.16 0.04 -0.61
-0.48 0.01 0.65
0.04 -0.01 -0.08
0.16 -0.41 0.55
0.58 1.54 0.39
-1.51 -0.54 1.21
0.25 0.13 -0.19
0.96 -0.47 -1.00
-0.72 0.36 -0.07
-0.34 -0.58 -0.33
0.61 0.64 0.07
-0.15 0.28 -0.06
-0.79 0.08 0.15
0.26 -0.61 -0.24
0.60 0.44 0.80
-0.43 -0.12 -0.40
1.55 0.18 -0.38
-0.82 -0.55 -0.17
-0.19 0.11 0.84
0.11 0.58 -1.06
0.36 -0.49 -0.25
-0.24 -1.01 -1.32
0.22 0.28 0.34
-0.19 -0.01 -0.09
0.05 -0.16 0.04
-0.05 -0.24 -0.07
-0.33 0.18 -0.32
0.30 0.21 -0.06
0.02 -0.39 0.33
-0.45 -0.17 0.13
-0.07 -0.07 0.06
0.30 -0.02 0.03
-0.03 -0.09 0.13
0.23 0.07 0.15
0.22 0.07 -0.30
-0.07 -0.17 -0.10
-0.03 0.00 -0.07
0.10 0.05 -0.16
0.05 0.28 -0.36
-0.14 0.08 0.01
-0.36 -0.28 0.07
0.59 0.05 -0.23
-0.40 0.43 0.15
-0.12 -0.22 0.43
0.04 -0.22 0.05
0.17 -0.22 0.12
0.27 0.13 -0.02
0.12 0.01 -0.18
0.15 0.16 0.22
0.14 -0.20 0.03
-0.13 -0.07 0.06
0.01 0.03 0.12
0.23 0.02 -0.22
0.10 -0.10 0.21
-0.18 0.17 0.08
0.09 0.17 -0.01
-0.03 -0.17 -0.32
-0.22 0.16 -0.01
0.07 -0.10 0.08
-0.01 0.06 0.03
-0.45 0.23 0.22
-0.28 -0.07 0.14
0.00 -0.21 0.17
-0.13 -0.10 0.18
0.13 0.04 0.07
-0.06 -0.08 0.21
0.04 -0.08 0.02
-0.39 0.13 0.29
0.50 -0.10 0.22
-0.24 0.38 -0.21
-0.03 -0.21 0.91
-0.07 0.23 -0.41
0.12 -0.12 -0.38
0.13 -0.24 -0.09
0.00 -0.01 0.00
0.15 0.02 -0.23
-0.22 -0.12 -0.19
-0.01 0.02 0.02
-0.34 -0.12 -0.22
0.37 0.48 -0.01
2.02 0.03 -0.25
-0.27 0.32 -0.17
0.12 -0.22 0.09
0.08 0.00 0.21
0.07 0.22 0.23
-0.01 0.04 -0.01
0.16 -0.07 0.05
-0.10 -0.13 0.22
0.00 0.01 -0.06
0.16 0.02 -0.39
-0.43 -0.10 0.24
0.16 0.32 -0.23
-0.21 -0.07 -0.20
0.10 0.16 0.09
-1.97 -0.55 0.05
-0.04 -0.27 0.16
-0.03 -0.03 -0.02
0.01 0.11 0.20
0.25 -0.05 0.04
-0.03 0.02 -0.04
0.32 0.23 0.30
-0.36 0.15 -0.32
0.02 -0.02 0.33
-0.14 0.40 0.15
-0.11 -0.01 0.24
0.10 -0.20 -0.18
0.03 -0.06 -0.35
0.00 0.01 -0.02
-0.17 -0.19 -0.01
0.18 -0.19 0.03
-0.01 0.04 0.02
-0.05 -0.21 -0.44
-0.10 -0.15 0.38
-0.29 0.14 -0.28
0.09 -0.67 -0.03
-0.16 0.40 -0.06
0.16 0.26 0.16
0.32 0.01 0.24
0.06 -0.01 0.04
-0.10 0.16 0.13
0.13 0.19 -0.10
0.01 0.03 -0.01
0.40 0.04 0.28
-0.47 -0.17 0.09
0.33 -0.16 -0.05
-0.03 -0.33 0.49
0.13 0.03 -0.26
-0.09 0.15 -0.19
-0.28 0.21 0.00
-0.01 0.01 0.01
-0.09 -0.07 -0.23
0.14 0.19 -0.14
0.01 -0.03 0.03
0.34 -0.25 -0.24
-0.25 0.41 -0.07
0.36 -0.05 0.09
0.00 0.14 -0.47
0.09 -0.05 0.26
-0.19 -0.10 0.14
-0.32 0.03 -0.04
-0.01 0.00 -0.03
-0.06 0.08 0.23
-0.03 -0.24 0.11
0.03 0.02 -0.03